Record 1
Formula: C15H56BaO15
Source: the OMol25 dataset
Level of theory: wB97M-V/def2-TZVPD

Its total charge is 0. The value obtained for the total energy is -47863.926 eV. The calculation puts the energy relative to the best compared isomer or geometry (same formula, charge and spin) at 37.9 kcal/mol.

Positions of all 87 atoms, in Å:
Ba1 1.375 1.388 3.333
O1 1.888 -0.444 0.884
C1 0.908 -0.109 -0.048
C2 -0.553 0.581 0.313
O2 -0.482 1.776 1.113
H1 0.722 -0.972 -0.687
H2 1.434 0.572 -0.718
H3 -1.294 -0.092 0.746
H4 -0.984 0.758 -0.672
C3 0.748 -2.564 -3.334
O3 0.079 -3.103 -4.505
H5 1.587 -1.894 -3.527
H6 0.017 -1.940 -2.820
H7 1.054 -3.403 -2.710
H8 -0.337 -2.445 -5.066
C4 3.243 2.511 -2.636
O4 2.031 3.148 -2.538
H9 3.499 2.312 -3.677
H10 4.024 3.051 -2.102
H11 3.280 1.497 -2.237
H12 1.899 3.328 -1.604
C5 2.935 -3.911 1.555
O5 2.191 -3.419 0.395
H13 3.004 -4.992 1.438
H14 3.938 -3.485 1.558
H15 2.398 -3.767 2.493
H16 2.257 -2.463 0.457
C6 4.926 -0.523 2.938
O6 3.594 -0.183 2.980
H17 5.407 -0.181 3.854
H18 5.027 -1.606 2.872
H19 5.527 -0.129 2.118
H20 3.194 -0.355 2.125
C7 -3.572 -0.600 -1.704
O7 -4.054 0.239 -2.731
H21 -2.554 -0.945 -1.890
H22 -3.633 -0.193 -0.695
H23 -4.249 -1.449 -1.614
H24 -3.912 -0.117 -3.612
C8 -1.474 -3.596 -0.231
O8 -0.606 -4.095 0.761
H25 -1.505 -2.507 -0.201
H26 -1.296 -3.901 -1.262
H27 -2.469 -4.019 -0.088
H28 0.234 -3.645 0.644
C9 4.239 -1.515 -1.682
O9 4.378 -0.449 -0.675
H29 3.929 -2.468 -1.252
H30 3.516 -1.214 -2.440
H31 5.162 -1.536 -2.261
H32 3.552 -0.441 -0.186
C10 -3.966 -1.484 2.264
O10 -4.379 -2.857 2.175
H33 -4.654 -0.829 1.729
H34 -4.017 -1.218 3.320
H35 -2.968 -1.343 1.849
H36 -4.455 -3.050 1.237
C11 -0.797 1.515 -3.718
O11 0.177 2.370 -4.324
H37 -1.575 1.244 -4.431
H38 -0.293 0.597 -3.416
H39 -1.301 1.875 -2.821
H40 0.878 2.612 -3.715
C12 -3.693 2.928 -0.594
O12 -2.529 3.565 -0.121
H41 -4.152 2.321 0.186
H42 -4.478 3.621 -0.896
H43 -3.550 2.221 -1.411
H44 -1.873 2.893 0.077
C13 -3.026 3.408 3.211
O13 -2.958 2.084 2.672
H45 -3.560 3.321 4.157
H46 -2.024 3.804 3.377
H47 -3.551 4.110 2.563
H48 -2.196 2.045 2.091
C14 0.134 5.193 0.502
O14 0.867 4.060 0.190
H49 0.752 5.969 0.953
H50 -0.424 5.618 -0.333
H51 -0.687 4.949 1.175
H52 0.359 3.327 0.546
C15 -0.358 -2.014 3.595
O15 0.917 -1.422 3.395
H53 -0.257 -3.037 3.232
H54 -0.594 -2.015 4.659
H55 -1.080 -1.456 3.001
H56 1.086 -1.415 2.450



Record 2
Formula: C15H56N5O16
Source: the OMol25 dataset
Level of theory: wB97M-V/def2-TZVPD

Its total charge is -1. The value obtained for the total energy is -56667.808 eV.

Positions of all 92 atoms, in Å:
N1 0.183 0.060 0.365
O1 0.098 1.014 1.221
O2 1.280 -0.532 0.178
O3 -0.612 0.097 -0.565
C1 4.424 -2.590 0.074
C2 4.715 -1.096 -0.088
O4 3.901 -0.369 0.681
H1 5.215 -3.230 -0.308
H2 3.458 -2.903 -0.429
H3 4.281 -2.827 1.134
H4 4.675 -0.730 -1.123
H5 5.686 -0.809 0.305
H6 3.002 -0.499 0.390
C3 -2.470 -1.418 1.950
C4 -2.734 -1.359 3.455
O5 -1.931 -2.234 4.171
H7 -2.717 -2.288 1.391
H8 -1.421 -1.193 1.747
H9 -3.016 -0.586 1.438
H10 -3.751 -1.545 3.651
H11 -2.565 -0.362 3.811
H12 -1.619 -1.719 4.854
C5 2.704 2.836 3.101
O6 3.815 3.571 3.098
N2 2.500 1.774 2.337
N3 1.746 3.005 3.954
H13 3.172 1.360 1.620
H14 1.535 1.464 2.087
H15 1.876 3.915 4.462
H16 0.820 2.553 3.847
C6 1.803 -0.279 -3.471
O7 2.110 -0.613 -4.797
N4 1.332 0.879 -3.132
N5 1.935 -1.139 -2.514
H17 1.230 1.576 -3.881
H18 1.152 1.135 -2.208
H19 2.337 -2.038 -2.821
H20 1.657 -0.972 -1.503
C7 0.765 -2.396 2.858
O8 1.904 -2.537 2.103
H21 1.004 -2.508 3.917
H22 -0.024 -3.209 2.777
H23 0.336 -1.409 2.761
H24 1.552 -2.688 1.190
C8 -0.338 -3.502 -0.155
O9 1.045 -3.453 -0.353
H25 -0.864 -4.069 -0.983
H26 -0.679 -2.465 0.023
H27 -0.624 -4.041 0.740
H28 1.351 -4.327 -0.457
C9 -0.503 3.609 -1.241
O10 -1.356 3.883 -2.291
H29 -0.957 3.636 -0.241
H30 0.129 4.423 -1.334
H31 0.047 2.705 -1.287
H32 -1.831 3.059 -2.573
C10 2.742 2.712 -0.826
O11 3.582 1.974 -1.666
H33 2.170 3.499 -1.286
H34 3.337 3.143 0.012
H35 1.917 2.206 -0.361
H36 3.072 1.464 -2.277
C11 -3.632 2.104 0.141
O12 -2.559 1.938 1.035
H37 -3.469 2.738 -0.704
H38 -4.429 2.431 0.728
H39 -3.904 1.163 -0.284
H40 -1.867 1.415 0.617
C12 -1.081 -2.531 -3.019
O13 -0.318 -3.617 -3.486
H41 -1.921 -2.871 -2.450
H42 -1.299 -1.765 -3.760
H43 -0.506 -1.909 -2.338
H44 -0.937 -4.129 -4.098
C13 -1.777 0.891 -4.302
O14 -1.749 1.087 -2.929
H45 -2.360 1.723 -4.775
H46 -2.296 -0.011 -4.580
H47 -0.770 1.004 -4.749
H48 -1.237 0.423 -2.470
C14 -1.252 3.326 3.567
O15 -0.943 1.938 3.635
H49 -2.345 3.359 3.350
H50 -0.580 3.946 2.893
H51 -1.191 3.717 4.538
H52 -1.089 1.470 2.760
C15 -3.793 -1.341 -1.184
O16 -4.176 -2.693 -1.254
H53 -3.720 -0.848 -2.132
H54 -2.815 -1.121 -0.729
H55 -4.529 -0.772 -0.713
H56 -5.042 -2.686 -0.843



Record 3
Formula: C15H58FO13P2
Source: the OMol25 dataset
Level of theory: wB97M-V/def2-TZVPD

Its total charge is +1. The value obtained for the total energy is -64395.571 eV. The calculation puts the energy relative to the best compared isomer or geometry (same formula, charge and spin) at 23.2 kcal/mol.

Positions of all 89 atoms, in Å:
O1 0.541 -2.547 0.092
P1 1.750 -1.908 -0.557
P2 1.204 0.154 -1.182
C1 -0.367 0.539 -0.218
C2 -1.545 0.430 -1.269
C3 -2.198 -0.969 -1.288
F1 -1.385 -1.843 -1.995
H1 2.900 -1.911 0.285
H2 2.091 -2.580 -1.762
H3 2.229 1.100 -0.895
H4 0.914 0.187 -2.579
H5 -0.271 1.575 0.159
H6 -0.465 -0.185 0.610
H7 -2.308 1.173 -0.973
H8 -1.173 0.638 -2.293
H9 -2.387 -1.302 -0.253
H10 -3.185 -0.873 -1.779
C4 -1.859 -5.515 -0.421
O2 -2.443 -4.417 -1.118
H11 -2.643 -6.232 -0.188
H12 -1.104 -5.999 -1.046
H13 -1.401 -5.169 0.509
H14 -1.735 -3.794 -1.315
C5 0.906 2.339 2.792
O3 1.149 0.948 2.562
H15 1.250 2.904 1.926
H16 -0.163 2.512 2.932
H17 1.453 2.670 3.675
H18 0.840 0.472 3.335
C6 3.393 5.627 3.621
O4 2.065 5.541 3.110
H19 4.058 5.077 2.956
H20 3.707 6.671 3.663
H21 3.438 5.185 4.620
H22 1.496 6.031 3.711
C7 2.897 -3.480 3.049
O5 4.308 -3.355 3.095
H23 2.460 -2.482 2.993
H24 2.608 -4.052 2.163
H25 2.535 -3.981 3.949
H26 4.665 -4.248 3.141
C8 -2.265 -3.516 -4.530
O6 -1.974 -4.888 -4.770
H27 -1.956 -2.937 -5.399
H28 -3.340 -3.386 -4.374
H29 -1.721 -3.170 -3.651
H30 -2.256 -5.377 -3.992
C9 5.207 1.798 -0.502
O7 4.163 2.369 -1.293
H31 5.035 0.725 -0.422
H32 6.175 1.969 -0.978
H33 5.205 2.236 0.498
H34 4.332 3.312 -1.352
C10 -6.391 -3.252 -3.354
O8 -5.532 -2.554 -2.455
H35 -6.712 -2.560 -4.131
H36 -5.856 -4.086 -3.816
H37 -7.268 -3.627 -2.822
H38 -5.261 -3.183 -1.780
C11 0.441 -0.847 -6.497
O9 0.141 -0.857 -5.101
H39 0.240 0.149 -6.885
H40 1.494 -1.088 -6.658
H41 -0.187 -1.570 -7.021
H42 0.324 -1.744 -4.780
C12 -1.715 4.904 3.769
O10 -1.117 6.106 4.242
H43 -1.595 4.134 4.529
H44 -2.780 5.063 3.582
H45 -1.219 4.584 2.848
H46 -1.233 6.772 3.560
C13 -6.401 0.102 -1.277
O11 -5.840 1.332 -0.810
H47 -6.235 -0.664 -0.524
H48 -7.475 0.219 -1.441
H49 -5.915 -0.198 -2.205
H50 -5.997 1.993 -1.487
C14 2.981 9.956 3.309
O12 3.111 9.020 4.375
H51 2.990 9.409 2.368
H52 2.037 10.500 3.397
H53 3.815 10.661 3.322
H54 3.100 9.518 5.195
C15 2.989 -7.080 1.617
O13 3.846 -6.403 2.533
H55 2.706 -6.384 0.830
H56 3.510 -7.931 1.173
H57 2.089 -7.426 2.131
H58 4.086 -7.031 3.218



Record 4
Formula: C15H58N14O14
Source: the OMol25 dataset
Level of theory: wB97M-V/def2-TZVPD

Its total charge is 0. The value obtained for the total energy is -66016.284 eV. The calculation puts the energy relative to the best compared isomer or geometry (same formula, charge and spin) at 90.3 kcal/mol.

Positions of all 101 atoms, in Å:
C1 2.966 1.088 -2.061
C2 2.278 1.070 -3.486
O1 3.042 2.010 -4.299
H1 3.034 2.120 -1.721
H2 4.007 0.708 -2.151
H3 2.473 0.402 -1.386
H4 1.213 1.409 -3.472
H5 2.277 0.026 -3.846
H6 2.623 2.873 -4.217
C3 -2.049 -2.003 3.778
O2 -3.351 -2.434 3.960
N1 -1.452 -1.951 2.636
N2 -1.367 -1.509 4.757
H7 -1.880 -2.449 1.816
H8 -0.417 -1.967 2.645
H9 -1.794 -1.595 5.680
H10 -0.344 -1.183 4.694
C4 -2.743 1.324 -2.203
O3 -1.463 1.773 -2.270
N3 -3.683 2.005 -1.575
N4 -3.125 0.200 -2.715
H11 -3.446 2.770 -0.870
H12 -4.668 1.856 -1.799
H13 -2.363 -0.437 -3.149
H14 -4.091 -0.154 -2.834
C5 -0.728 4.982 -1.697
O4 -0.169 6.209 -1.380
N5 -1.754 4.870 -2.378
N6 -0.090 3.880 -1.485
H15 -2.320 5.749 -2.602
H16 -2.009 4.039 -2.884
H17 0.604 3.992 -0.729
H18 -0.502 2.949 -1.640
C6 -0.332 1.716 3.344
O5 0.118 3.022 3.059
N7 -0.558 1.258 4.559
N8 -0.539 0.730 2.536
H19 -0.260 1.804 5.373
H20 -1.311 0.599 4.736
H21 -0.370 0.829 1.525
H22 -1.118 -0.078 2.814
C7 -2.630 -2.732 -0.641
O6 -2.549 -3.342 0.614
N9 -3.316 -1.696 -0.690
N10 -2.144 -3.214 -1.712
H23 -3.548 -1.340 0.244
H24 -3.142 -1.000 -1.467
H25 -1.702 -4.100 -1.647
H26 -1.926 -2.613 -2.440
C8 1.731 -1.471 3.921
O7 2.810 -2.239 4.071
N11 1.202 -0.661 4.765
N12 1.216 -1.476 2.731
H27 1.571 -0.609 5.748
H28 0.488 0.199 4.654
H29 1.824 -1.989 2.029
H30 0.671 -0.589 2.507
C9 2.817 2.900 0.921
O8 1.709 3.681 0.530
N13 2.794 1.650 1.196
N14 3.985 3.466 1.139
H31 1.908 1.140 0.964
H32 3.611 1.137 1.464
H33 4.132 4.408 0.834
H34 4.817 2.993 1.452
C10 4.437 -1.693 1.015
O9 3.039 -1.651 0.591
H35 4.526 -2.431 1.836
H36 4.865 -0.684 1.237
H37 5.091 -2.114 0.299
H38 2.708 -2.511 0.513
C11 -2.559 -2.157 -4.512
O10 -1.494 -1.570 -3.770
H39 -3.601 -1.965 -4.063
H40 -2.354 -3.217 -4.632
H41 -2.544 -1.674 -5.473
H42 -0.782 -1.656 -4.372
C12 -0.039 -0.546 -0.404
O11 0.252 0.797 -0.056
H43 -0.391 -1.184 0.392
H44 0.814 -0.957 -0.858
H45 -0.888 -0.480 -1.080
H46 -0.088 1.394 -0.700
C13 1.717 -2.832 -2.630
O12 1.188 -3.082 -3.836
H47 2.393 -3.546 -2.568
H48 0.899 -3.065 -1.922
H49 2.252 -1.896 -2.461
H50 1.770 -2.760 -4.525
C14 -2.418 3.477 1.107
O13 -3.804 3.513 0.894
H51 -2.023 4.364 0.729
H52 -1.850 2.668 0.789
H53 -2.176 3.522 2.145
H54 -4.126 4.418 0.869
C15 0.413 -4.117 0.856
O14 1.798 -3.964 0.805
H55 0.019 -5.039 0.370
H56 0.031 -3.275 0.366
H57 0.009 -4.229 1.890
H58 2.242 -4.854 0.878



Record 5
Formula: C15H60N30O15
Source: the OMol25 dataset
Level of theory: wB97M-V/def2-TZVPD

Its total charge is 0. The value obtained for the total energy is -91961.591 eV. The calculation puts the energy relative to the best compared isomer or geometry (same formula, charge and spin) at 22.2 kcal/mol.

Positions of all 120 atoms, in Å:
C1 0.066 0.492 -0.409
O1 0.693 0.527 -1.470
N1 0.625 0.751 0.802
N2 -1.264 0.229 -0.384
H1 1.632 0.848 0.786
H2 0.339 0.252 1.636
H3 -1.812 0.243 0.459
H4 -1.767 0.129 -1.253
C2 -3.650 0.321 3.554
O2 -4.808 0.351 3.161
N3 -3.062 1.418 4.144
N4 -2.843 -0.775 3.406
H5 -3.590 2.250 3.940
H6 -2.091 1.521 4.381
H7 -1.845 -0.648 3.512
H8 -3.305 -1.431 2.801
C3 -1.566 3.445 -4.011
O3 -1.485 4.004 -5.087
N5 -2.703 3.460 -3.242
N6 -0.512 2.809 -3.413
H9 -2.800 3.101 -2.314
H10 -3.464 3.956 -3.672
H11 -0.492 2.484 -2.463
H12 0.342 2.703 -3.937
C4 1.041 5.170 0.011
O4 1.453 5.189 1.154
N7 0.423 6.240 -0.580
N8 1.014 4.010 -0.729
H13 0.174 6.338 -1.547
H14 0.221 7.026 0.010
H15 0.985 4.009 -1.732
H16 1.468 3.276 -0.200
C5 4.517 -0.636 2.572
O5 3.506 -0.414 1.880
N9 4.608 -0.214 3.860
N10 5.588 -1.270 2.057
H17 3.880 0.379 4.225
H18 5.055 -0.816 4.531
H19 5.383 -1.752 1.181
H20 6.515 -1.104 2.399
C6 1.918 2.055 5.290
O6 2.723 2.555 4.527
N11 1.177 0.943 4.949
N12 1.715 2.468 6.578
H21 0.640 0.491 5.668
H22 1.331 0.414 4.106
H23 2.075 3.358 6.863
H24 1.299 1.827 7.226
C7 3.957 -2.998 -0.779
O7 4.740 -3.195 0.150
N13 3.984 -3.750 -1.923
N14 3.035 -1.995 -0.756
H25 4.737 -4.420 -1.925
H26 3.764 -3.383 -2.834
H27 2.180 -2.045 -1.290
H28 3.259 -1.195 -0.180
C8 -4.169 -2.326 0.973
O8 -3.348 -1.471 0.662
N15 -5.228 -2.005 1.767
N16 -4.096 -3.625 0.590
H29 -5.266 -1.122 2.255
H30 -5.991 -2.647 1.889
H31 -4.867 -4.245 0.759
H32 -3.335 -3.972 0.031
C9 0.262 -2.174 2.732
O9 0.003 -1.032 3.102
N17 -0.489 -3.252 3.137
N18 1.359 -2.499 2.027
H33 -1.256 -3.045 3.755
H34 -0.192 -4.203 3.037
H35 1.451 -3.414 1.624
H36 2.167 -1.918 1.839
C10 -5.973 0.593 -0.886
O10 -6.299 -0.540 -1.234
N19 -4.684 0.944 -0.689
N20 -6.918 1.578 -0.714
H37 -4.005 0.199 -0.692
H38 -4.418 1.839 -0.321
H39 -7.845 1.277 -0.953
H40 -6.621 2.532 -0.801
C11 4.241 2.942 1.069
O11 4.701 4.049 0.852
N21 2.980 2.772 1.687
N22 4.809 1.831 0.535
H41 2.998 2.118 2.458
H42 2.862 3.730 2.018
H43 4.325 0.957 0.673
H44 5.441 1.857 -0.243
C12 4.147 1.524 -2.732
O12 3.839 2.700 -2.759
N23 5.444 1.111 -3.004
N24 3.293 0.518 -2.413
H45 5.529 0.260 -3.527
H46 6.077 1.888 -3.056
H47 3.587 -0.396 -2.135
H48 2.328 0.810 -2.369
C13 -0.143 0.035 -5.021
O13 1.056 0.213 -5.160
N25 -1.065 0.281 -6.011
N26 -0.717 -0.502 -3.905
H49 -0.805 0.614 -6.918
H50 -2.031 0.118 -5.799
H51 -0.169 -0.562 -3.064
H52 -1.661 -0.849 -3.811
C14 -3.721 -2.329 -2.707
O14 -3.341 -1.172 -2.876
N27 -2.870 -3.407 -2.757
N28 -5.070 -2.610 -2.635
H53 -1.942 -3.270 -3.127
H54 -3.333 -4.296 -2.802
H55 -5.529 -1.799 -2.198
H56 -5.293 -3.554 -2.368
C15 0.036 -3.590 -1.183
O15 0.179 -3.018 -2.258
N29 0.971 -4.524 -0.783
N30 -0.785 -3.131 -0.192
H57 1.591 -4.837 -1.510
H58 0.898 -5.040 0.073
H59 -1.437 -2.368 -0.331
H60 -0.664 -3.550 0.710